[1]
The following is a DFT calculation (the ωB97M-V functional and the def2-TZVPD basis) of a structure of composition C26H48BrF4N3O6SSi2 at a distorted geometry.

Computed properties:
lowest unoccupied orbital energy	0.01	eV

The geometry in ORCA input format:
```
! wB97M-V def2-TZVPD RIJCOSX def2/J DEFGRID3
* xyz 0 1
C -0.302 -1.456 4.689
C -0.540 -1.852 3.125
C -1.340 -0.686 2.372
C -0.662 -0.343 0.928
Si -1.227 -1.437 -0.517
C -2.671 -0.660 -1.577
C -3.165 0.763 -1.059
O -3.153 1.709 -1.896
Br -3.847 1.202 0.742
O -0.007 -1.851 -1.674
Si 1.183 -0.656 -1.974
C 2.579 -0.571 -0.614
O 2.621 0.689 0.099
C 3.687 1.548 -0.390
C 4.023 2.765 0.648
O 3.262 2.697 1.875
C 2.263 3.744 1.970
C 0.857 2.992 2.305
S 0.481 1.287 -2.625
C 0.146 2.523 -1.302
O 1.635 1.873 -3.452
O -0.674 1.176 -3.622
C -1.926 -3.181 0.022
F -0.847 -3.869 0.706
F -2.171 -3.924 -1.171
C -3.189 -3.156 0.974
F -4.105 -2.090 0.792
F -3.936 -4.374 0.717
H -0.051 -0.353 4.828
H -1.304 -1.655 5.236
H 0.453 -2.156 5.193
H -1.054 -2.868 3.146
H 0.495 -2.032 2.647
H -2.470 -0.814 2.326
H -1.164 0.271 3.000
H 0.462 -0.326 1.135
H -0.957 0.758 0.732
H -2.349 -0.633 -2.687
H -3.605 -1.347 -1.573
H 1.929 -1.164 -3.154
H 2.305 -1.401 0.139
H 3.607 -0.859 -1.037
H 4.661 0.956 -0.574
H 3.414 2.047 -1.386
H 5.130 2.606 0.944
H 3.982 3.770 0.112
H 2.474 4.398 2.891
H 2.120 4.358 1.020
H 0.714 2.091 1.608
H 0.850 2.557 3.373
H -0.015 3.738 2.173
H 0.986 2.643 -0.530
H -0.863 2.409 -0.773
H 0.087 3.548 -1.838
H -2.957 -3.202 2.102
C -1.977 5.260 -3.741
C -2.755 6.557 -3.551
C -1.936 7.640 -2.844
C -1.530 7.163 -1.478
N -1.212 6.787 -0.405
H -1.697 4.815 -2.783
H -2.586 4.526 -4.273
H -1.065 5.430 -4.322
H -3.663 6.345 -2.978
H -3.071 6.930 -4.529
H -2.529 8.553 -2.741
H -1.039 7.881 -3.420
C 4.882 -1.151 6.328
C 4.936 -0.268 5.086
C 3.550 0.054 4.523
C 2.850 -1.214 4.130
N 2.300 -2.212 3.819
H 4.439 -2.127 6.110
H 5.890 -1.331 6.711
H 4.297 -0.677 7.121
H 5.539 -0.769 4.321
H 5.446 0.667 5.336
H 3.641 0.699 3.644
H 2.946 0.580 5.268
C -2.645 -6.452 -3.202
C -2.576 -6.062 -4.675
C -3.011 -7.192 -5.611
C -2.113 -8.382 -5.430
N -1.408 -9.317 -5.286
H -1.967 -7.278 -2.971
H -2.354 -5.609 -2.573
H -3.660 -6.751 -2.923
H -1.552 -5.758 -4.913
H -3.217 -5.192 -4.843
H -2.957 -6.860 -6.651
H -4.043 -7.487 -5.403
*
```

Löwdin population analysis, charges in e, atoms 1 to 4:
1. C -0.142
2. C -0.255
3. C -0.242
4. C -0.237

[2]
The following is a DFT calculation (the ωB97M-V functional and the def2-TZVPD basis) of a cluster of 3 separate species, C26H48BrIN8O6 in total at a distorted geometry.

Computed properties:
lowest unoccupied orbital energy	-0.87	eV

The geometry in ORCA input format:
```
! wB97M-V def2-TZVPD RIJCOSX def2/J DEFGRID3
* xyz 0 1
C -0.651 2.814 0.023
C 0.559 1.775 0.080
C 1.523 2.093 1.320
Br 3.446 2.081 0.756
C 1.270 1.114 2.525
C 0.882 1.649 3.839
I 0.632 3.748 4.250
C 0.650 0.712 5.012
C 0.852 -0.703 4.778
C 0.662 -1.699 5.987
O -0.421 -2.657 5.738
N -1.621 -1.986 5.732
O -2.426 -2.706 5.251
C 1.246 -1.298 3.444
N 1.368 -2.681 3.386
C 1.717 -3.067 2.131
C 1.871 -4.617 1.887
C 0.390 -5.189 1.619
N 0.376 -6.175 0.519
N -0.506 -4.004 1.320
N -0.180 -5.819 2.840
C 1.984 -2.143 0.984
N 1.869 -0.793 1.050
C 1.467 -0.377 2.318
H -1.617 2.246 -0.142
H -0.783 3.381 0.996
H -0.531 3.538 -0.836
H 1.133 1.889 -0.888
H 0.145 0.735 0.113
H 1.310 3.161 1.589
H 0.349 1.059 6.028
H 0.398 -1.175 6.943
H 1.578 -2.339 6.146
H 2.197 -5.053 2.877
H 2.582 -4.854 1.055
H -0.607 -6.265 0.242
H 0.856 -5.755 -0.290
H -0.484 -3.880 0.298
H -1.474 -4.219 1.580
H -1.134 -6.153 2.638
H -0.320 -5.079 3.546
H 2.282 -2.589 -0.001
C 6.093 0.543 -6.301
O 6.708 0.980 -5.101
C 5.928 1.925 -4.371
C 5.388 1.309 -3.085
N 4.356 0.311 -3.364
C 4.004 -0.521 -2.212
C 5.105 -1.389 -1.592
O 5.548 -2.454 -2.423
C 6.524 -2.091 -3.387
H 6.834 -0.015 -6.875
H 5.250 -0.123 -6.094
H 5.757 1.391 -6.906
H 5.124 2.352 -4.979
H 6.604 2.741 -4.100
H 4.963 2.098 -2.457
H 6.237 0.867 -2.552
H 4.681 -0.298 -4.106
H 3.201 -1.187 -2.545
H 3.576 0.120 -1.434
H 4.673 -1.869 -0.708
H 5.954 -0.801 -1.224
H 7.190 -1.304 -3.027
H 6.042 -1.793 -4.319
H 7.126 -2.975 -3.606
C -8.764 1.197 0.304
O -7.959 1.086 -0.857
C -8.169 2.135 -1.801
C -6.960 3.062 -1.862
N -6.835 3.857 -0.641
C -5.551 4.548 -0.506
C -4.280 3.693 -0.440
O -4.165 2.914 0.745
C -4.870 1.683 0.712
H -8.677 0.264 0.864
H -8.421 2.013 0.947
H -9.817 1.345 0.044
H -9.091 2.691 -1.599
H -8.282 1.656 -2.777
H -7.064 3.734 -2.719
H -6.075 2.436 -2.023
H -6.952 3.249 0.160
H -5.610 5.131 0.417
H -5.454 5.269 -1.326
H -3.431 4.384 -0.419
H -4.135 3.074 -1.332
H -4.895 1.245 -0.288
H -5.881 1.815 1.100
H -4.360 0.986 1.380
*
```

Löwdin population analysis, charges in e, atoms 1 to 4:
1. C -0.103
2. C -0.260
3. C -0.646
4. Br 0.647

[3]
The following is a DFT calculation (the ωB97M-V functional and the def2-TZVPD basis) of a structure of composition C26H48Cl2Ge2N2O3PTl at a distorted geometry.

Computed properties:
⟨S²⟩	0.75
ΔE to the lowest compared entry with this formula, charge and spin	1.1	kJ/mol
lowest unoccupied orbital energy (spin up / spin down)	-9.30 / -10.26	eV

The geometry in ORCA input format:
```
! wB97M-V def2-TZVPD RIJCOSX def2/J DEFGRID3
* xyz 3 2
Tl -0.153 0.110 0.645
C 1.053 4.331 2.358
Ge -0.699 4.776 1.645
C -1.011 6.649 1.266
C -2.142 3.866 2.590
Ge -0.565 3.702 -0.628
C 1.107 3.763 -1.524
C 1.885 4.888 -1.208
C 3.075 5.136 -1.874
C 3.521 4.243 -2.834
C 2.782 3.103 -3.138
C 1.583 2.867 -2.496
C -2.027 2.898 -1.574
C -1.912 2.209 -2.794
C -3.043 1.781 -3.468
C -4.309 2.045 -2.946
C -4.443 2.732 -1.751
C -3.309 3.151 -1.067
H 1.147 4.769 3.351
H 1.853 4.729 1.737
H 1.177 3.252 2.452
H -1.061 7.185 2.215
H -1.954 6.792 0.742
H -0.203 7.077 0.676
H -2.664 4.587 3.219
H -1.727 3.092 3.236
H -2.868 3.417 1.919
H 1.552 5.590 -0.453
H 3.655 6.017 -1.639
H 4.454 4.429 -3.348
H 3.145 2.411 -3.886
H 1.028 1.972 -2.744
H -0.945 2.056 -3.249
H -2.948 1.289 -4.428
H -5.190 1.739 -3.493
H -5.426 2.958 -1.361
H -3.431 3.702 -0.144
Cl -1.192 -0.272 3.705
C -2.913 -0.243 3.304
Cl -3.147 0.352 1.637
H -3.423 0.443 3.973
H -3.310 -1.252 3.362
C -3.503 -2.900 -3.332
C -3.580 -2.490 -1.854
C -4.529 -1.318 -1.650
C -3.939 -3.671 -0.969
N -2.186 -2.094 -1.487
N -1.589 -0.981 -1.950
H -4.505 -3.201 -3.637
H -2.836 -3.748 -3.485
H -3.193 -2.072 -3.968
H -5.539 -1.657 -1.869
H -4.325 -0.484 -2.325
H -4.507 -0.962 -0.621
H -4.946 -4.002 -1.213
H -3.919 -3.397 0.085
H -3.263 -4.512 -1.132
H -1.518 -2.840 -1.250
H -2.253 -0.290 -2.297
H -0.827 -1.147 -2.607
C -1.965 -4.193 2.298
C -0.590 -4.157 2.921
O 0.461 -3.883 1.951
P 0.428 -2.746 0.856
O 1.965 -2.533 0.512
C 3.003 -2.269 1.510
C 3.647 -3.540 2.002
O -0.080 -3.419 -0.520
C 0.578 -4.627 -1.063
C -0.435 -5.394 -1.868
H -2.702 -4.415 3.069
H -2.033 -4.966 1.534
H -2.223 -3.231 1.847
H -0.320 -5.124 3.339
H -0.516 -3.409 3.710
H 2.565 -1.689 2.329
H 3.720 -1.639 0.986
H 2.938 -4.182 2.517
H 4.445 -3.281 2.697
H 4.088 -4.090 1.173
H 0.957 -5.207 -0.222
H 1.418 -4.280 -1.662
H -1.263 -5.734 -1.246
H 0.042 -6.275 -2.296
H -0.821 -4.799 -2.697
*
```

Löwdin population analysis, charges in e, atoms 1 to 4:
1. Tl 0.647
2. C -0.228
3. Ge 0.730
4. C -0.225